The following is a DFT calculation (ωB97M-V/def2-TZVPD) of a cluster of 2 separate species, C31H28BF7O2S in total in a non-equilibrium geometry.

## Properties
HOMO level	-6.622	eV
molecular weight	608.43	g/mol
net charge	0
F_max	3.587	eV/Å
frontier orbital gap	1.8	eV
spin multiplicity	1

Last column: natural (NBO) charge in e.
Cartesian coordinates (Å):
F (0.22, 1.44, -5.47)  -0.3072
C (1.07, 2.02, -4.56)  0.4058
C (2.39, 2.22, -4.93)  -0.2444
C (3.22, 2.81, -3.98)  0.3991
F (4.55, 3.00, -4.30)  -0.3060
C (2.77, 3.23, -2.74)  -0.1911
C (1.40, 3.05, -2.37)  -0.1286
C (0.95, 3.51, -1.10)  0.1666
C (-0.29, 4.15, -0.81)  -0.1292
C (-0.44, 4.76, 0.48)  -0.1656
C (-1.66, 5.27, 0.88)  0.3900
F (-1.75, 5.89, 2.10)  -0.3034
C (-2.81, 5.21, 0.08)  -0.2182
C (-2.64, 4.66, -1.19)  0.4050
F (-3.77, 4.51, -1.97)  -0.3053
C (-1.41, 4.24, -1.69)  -0.1943
C (0.55, 2.41, -3.32)  -0.2070
H (2.77, 1.90, -5.90)  0.2720
H (3.43, 3.75, -2.05)  0.2480
H (1.72, 3.60, -0.31)  0.2414
H (0.44, 4.85, 1.11)  0.2503
H (-3.77, 5.55, 0.45)  0.2750
H (-1.30, 4.03, -2.76)  0.2524
H (-0.50, 2.24, -3.11)  0.2582
C (-1.14, -6.60, 3.84)  -0.6336
C (-1.06, -5.60, 2.75)  -0.2097
C (-1.20, -5.79, 1.39)  -0.2763
C (-1.01, -4.59, 0.62)  -0.2900
C (-0.68, -3.51, 1.40)  -0.3750
B (-0.38, -1.95, 0.97)  0.7750
C (1.21, -1.59, 1.35)  -0.2063
C (2.20, -2.32, 0.71)  -0.1891
C (3.55, -2.02, 0.92)  -0.2109
C (3.88, -1.00, 1.81)  -0.1371
C (5.34, -0.68, 2.03)  0.9731
F (5.54, 0.37, 2.88)  -0.3358
F (6.01, -1.75, 2.57)  -0.3338
F (5.97, -0.37, 0.86)  -0.3415
C (2.89, -0.30, 2.48)  -0.2225
C (1.54, -0.60, 2.25)  -0.2228
O (-0.58, -1.94, -0.45)  -0.6967
C (-1.36, -0.78, -0.68)  0.2477
C (-0.40, 0.39, -0.89)  -0.6375
C (-2.19, -0.99, -1.93)  -0.6244
C (-2.20, -0.64, 0.71)  0.2621
C (-2.65, 0.78, 1.03)  -0.6283
C (-3.42, -1.56, 0.74)  -0.6440
O (-1.28, -1.09, 1.68)  -0.7176
S (-0.73, -3.92, 3.08)  0.3944
H (-1.43, -7.57, 3.43)  0.2145
H (-0.16, -6.72, 4.33)  0.2150
H (-1.88, -6.30, 4.60)  0.2135
H (-1.44, -6.77, 0.98)  0.2032
H (-1.11, -4.60, -0.46)  0.2178
H (1.93, -3.13, 0.04)  0.2212
H (4.33, -2.57, 0.40)  0.2146
H (3.17, 0.48, 3.19)  0.2124
H (0.79, -0.04, 2.81)  0.2165
H (-0.94, 1.31, -1.13)  0.1643
H (0.23, 0.57, -0.01)  0.2337
H (0.26, 0.16, -1.73)  0.2079
H (-2.85, -0.13, -2.10)  0.1897
H (-1.53, -1.09, -2.79)  0.2063
H (-2.80, -1.90, -1.85)  0.2315
H (-3.31, 1.15, 0.24)  0.1914
H (-3.23, 0.77, 1.97)  0.2204
H (-1.80, 1.46, 1.15)  0.1955
H (-4.19, -1.20, 0.04)  0.1907
H (-3.16, -2.60, 0.50)  0.2398
H (-3.85, -1.54, 1.75)  0.2172

=====

The following is a DFT calculation (ωB97M-V/def2-TZVPD) of a structure of composition C31H28BN6PdS.

## Properties
HOMO level (spin up / spin down)	-13.519 / -13.521	eV
molecular weight	633.91	g/mol
net charge	+2
F_max	0.591	eV/Å
frontier orbital gap (spin up / spin down)	5.0 / 5.0	eV
spin multiplicity	2

Last column: natural (NBO) charge in e.
Cartesian coordinates (Å):
Pd (-0.42, -0.29, -0.50)  0.9669
C (1.23, 4.63, 1.41)  -0.6561
C (0.42, 3.77, 0.51)  0.2182
C (-0.54, 4.11, -0.41)  -0.2342
C (-0.98, 2.90, -0.97)  0.0226
N (-0.29, 1.89, -0.40)  -0.2532
N (0.53, 2.40, 0.49)  -0.2128
B (1.46, 1.45, 1.38)  0.5225
N (0.56, 0.57, 2.25)  -0.3499
N (-0.18, -0.41, 1.68)  -0.3676
C (-0.77, -1.12, 2.64)  0.1597
C (-0.41, -0.57, 3.88)  -0.3214
C (0.44, 0.49, 3.60)  0.2351
C (1.15, 1.40, 4.53)  -0.6507
C (-1.64, -2.25, 2.30)  -0.0167
C (-2.86, -2.42, 2.95)  -0.2148
C (-3.71, -3.44, 2.57)  -0.1955
C (-3.35, -4.31, 1.55)  -0.1982
C (-2.13, -4.15, 0.91)  -0.1976
C (-1.27, -3.13, 1.29)  -0.2458
N (2.28, 0.56, 0.43)  -0.3345
N (1.66, -0.33, -0.38)  -0.3400
C (2.57, -1.05, -1.02)  0.1841
C (3.84, -0.62, -0.60)  -0.3152
C (3.61, 0.39, 0.31)  0.2557
C (4.60, 1.20, 1.08)  -0.6551
C (2.18, -2.12, -1.95)  -0.1076
C (0.88, -2.23, -2.45)  -0.1255
C (0.51, -3.27, -3.28)  -0.2119
C (1.45, -4.22, -3.65)  -0.1856
C (2.75, -4.12, -3.18)  -0.1774
C (3.11, -3.08, -2.34)  -0.1591
C (-1.97, 2.60, -1.94)  0.2535
C (-2.11, 1.18, -2.45)  -0.4773
C (-3.22, 0.93, -3.41)  0.0218
C (-3.99, 1.92, -3.86)  -0.2638
C (-3.78, 3.25, -3.39)  0.0465
C (-2.81, 3.58, -2.47)  -0.2639
H (0.94, 5.67, 1.27)  0.2512
H (1.08, 4.37, 2.45)  0.2470
H (2.29, 4.54, 1.19)  0.2502
H (-0.88, 5.11, -0.63)  0.2552
H (2.17, 2.15, 2.04)  -0.0009
H (-0.69, -0.92, 4.86)  0.2525
H (0.87, 1.17, 5.56)  0.2511
H (2.23, 1.29, 4.45)  0.2395
H (0.91, 2.45, 4.34)  0.2279
H (-3.14, -1.73, 3.75)  0.2286
H (-4.66, -3.57, 3.09)  0.2349
H (-4.02, -5.11, 1.26)  0.2341
H (-1.83, -4.85, 0.14)  0.2278
H (-0.29, -3.04, 0.83)  0.2217
H (4.80, -0.99, -0.92)  0.2510
H (5.61, 0.88, 0.83)  0.2510
H (4.52, 2.26, 0.84)  0.2358
H (4.46, 1.08, 2.15)  0.2410
H (0.13, -1.46, -2.25)  0.1243
H (-0.50, -3.33, -3.65)  0.2185
H (1.17, -5.04, -4.30)  0.2371
H (3.49, -4.86, -3.46)  0.2389
H (4.13, -3.03, -1.96)  0.2275
H (-1.17, 1.03, -3.01)  0.3358
H (-3.34, -0.09, -3.76)  0.2407
H (-4.78, 1.74, -4.58)  0.2681
H (-4.42, 4.04, -3.76)  0.2573
H (-2.70, 4.60, -2.14)  0.2596
S (-3.08, -0.63, -0.43)  0.5215
C (-2.10, 0.19, -1.32)  -0.1842

=====

The following is a DFT calculation (ωB97M-V/def2-TZVPD) of a structure of composition C31H28BrInN10O5 in a non-equilibrium geometry.

## Properties
HOMO level	-7.778	eV
molecular weight	815.35	g/mol
net charge	0
F_max	1.309	eV/Å
frontier orbital gap	7.3	eV
spin multiplicity	1

Last column: Mulliken charge in e.
Cartesian coordinates (Å):
In (1.39, -0.41, 1.02)  2.5910
N (3.38, 0.41, 0.09)  -0.6162
C (3.90, -0.53, -0.92)  -0.4121
C (3.72, -1.95, -0.40)  0.3163
O (4.56, -2.81, -0.65)  -0.7551
N (2.61, -2.11, 0.38)  0.0037
C (2.74, -3.03, 1.53)  -0.6240
C (2.83, -2.25, 2.86)  0.6232
O (3.20, -2.85, 3.86)  -0.7495
O (2.46, -1.00, 2.80)  -0.7408
H (3.90, 0.32, 0.96)  0.3586
H (3.46, 1.37, -0.21)  0.2802
H (3.33, -0.40, -1.84)  0.0796
H (4.95, -0.42, -1.16)  0.4639
H (1.88, -3.70, 1.61)  0.2066
H (3.62, -3.65, 1.45)  0.4369
Br (-4.56, 1.26, -3.17)  -0.1954
C (-3.06, 2.38, -3.43)  0.1549
C (-2.53, 3.07, -2.35)  -0.3118
C (-1.40, 3.86, -2.53)  0.0558
C (-0.81, 3.97, -3.79)  -0.2488
C (-1.40, 3.32, -4.87)  -0.1075
C (-2.51, 2.51, -4.70)  -0.6681
N (0.31, 4.84, -4.08)  -0.5013
N (1.26, 4.93, -3.28)  -0.4906
C (1.38, 4.01, -2.18)  -0.1857
C (1.75, 4.54, -0.97)  -0.4254
C (1.75, 3.80, 0.21)  -1.0190
C (1.43, 2.45, 0.21)  0.6472
O (1.36, 1.72, 1.29)  -0.8653
C (1.19, 1.85, -1.08)  0.4945
N (1.01, 0.50, -1.08)  0.6777
C (0.85, -0.15, -2.22)  -0.2442
C (0.89, 0.52, -3.46)  -1.6990
C (1.06, 1.87, -3.48)  -0.3148
C (1.18, 2.60, -2.27)  -0.2115
H (-2.98, 2.98, -1.37)  0.4226
H (-0.98, 4.39, -1.69)  0.4441
H (-0.97, 3.46, -5.86)  0.4401
H (-2.96, 1.99, -5.54)  0.4239
H (1.97, 5.61, -0.95)  0.4244
H (2.01, 4.26, 1.16)  0.5196
H (0.73, -1.23, -2.16)  0.3578
H (0.79, -0.05, -4.38)  0.4928
H (1.12, 2.39, -4.43)  0.7069
N (-1.44, 0.71, 4.19)  -0.0251
C (-0.70, 0.84, 3.06)  -0.8576
N (-0.17, -0.30, 2.70)  -0.0282
C (-0.59, -1.25, 3.64)  0.2469
C (-0.32, -2.61, 3.75)  0.3269
C (-0.88, -3.30, 4.81)  -1.1492
C (-1.69, -2.65, 5.75)  -0.4650
C (-1.96, -1.30, 5.66)  -1.1229
C (-1.39, -0.62, 4.59)  0.3435
H (-1.92, 1.46, 4.65)  0.2323
H (-0.56, 1.77, 2.53)  0.7106
H (0.32, -3.11, 3.03)  0.3538
H (-0.66, -4.35, 4.93)  0.4279
H (-2.10, -3.22, 6.58)  0.3871
H (-2.59, -0.79, 6.39)  0.4184
C (-4.15, -0.89, 0.22)  -0.8576
N (-2.93, -1.65, -0.09)  0.2891
C (-2.97, -2.90, -0.60)  -0.1090
C (-1.85, -3.59, -0.88)  -1.4057
C (-0.60, -2.97, -0.55)  0.5588
N (-0.55, -1.75, 0.00)  0.7730
C (-1.70, -1.01, 0.13)  -0.5046
O (-1.71, 0.18, 0.43)  -0.3989
N (0.54, -3.61, -0.83)  -0.0951
H (-5.00, -1.43, -0.19)  0.3267
H (-4.09, 0.10, -0.22)  0.1974
H (-4.27, -0.79, 1.30)  0.2594
H (-3.95, -3.30, -0.80)  0.3817
H (-1.89, -4.57, -1.33)  0.4596
H (0.51, -4.56, -1.17)  0.2145
H (1.44, -3.17, -0.58)  -0.1252

=====

The following is a DFT calculation (ωB97M-V/def2-TZVPD) of a structure of composition C31H28BrN9O4Se2Ti in a non-equilibrium geometry.

## Properties
HOMO level (spin up / spin down)	-10.496 / -10.658	eV
molecular weight	876.31	g/mol
net charge	+1
F_max	1.414	eV/Å
frontier orbital gap (spin up / spin down)	6.8 / 6.9	eV
spin multiplicity	2

Last column: Löwdin spin population.
Cartesian coordinates (Å):
Ti (-0.14, 0.01, -0.49)  0.7967
O (1.61, 3.94, -0.42)  0.0000
C (1.09, 4.43, -1.60)  -0.0001
C (1.73, 5.51, -2.19)  0.0000
C (1.24, 6.02, -3.38)  -0.0001
C (0.11, 5.47, -3.98)  0.0000
C (-0.50, 4.38, -3.38)  -0.0001
C (-0.02, 3.84, -2.20)  -0.0003
C (-0.65, 2.61, -1.63)  -0.0008
O (0.23, 1.53, -1.56)  -0.0082
N (-1.07, 2.88, -0.22)  -0.0029
N (-1.01, 1.80, 0.63)  -0.0023
C (-1.74, 1.81, 1.68)  0.0154
C (-1.61, 0.83, 2.75)  0.0018
Br (0.09, 0.01, 2.94)  0.0150
C (-2.56, 0.57, 3.66)  0.0050
C (-3.94, 1.07, 3.61)  0.0004
C (-4.57, 1.40, 4.82)  0.0007
C (-5.87, 1.88, 4.82)  0.0000
C (-6.56, 2.00, 3.62)  0.0008
C (-5.96, 1.65, 2.43)  -0.0001
C (-4.66, 1.18, 2.42)  0.0010
H (0.85, 3.56, 0.06)  0.0000
H (2.60, 5.93, -1.71)  0.0000
H (1.74, 6.86, -3.84)  0.0000
H (-0.27, 5.88, -4.90)  0.0000
H (-1.37, 3.93, -3.85)  0.0000
H (-1.53, 2.33, -2.23)  -0.0002
H (-1.91, 3.44, -0.12)  -0.0002
H (-2.47, 2.60, 1.84)  0.0004
H (-2.29, -0.06, 4.50)  0.0003
H (-4.03, 1.30, 5.75)  0.0000
H (-6.34, 2.14, 5.75)  0.0000
H (-7.58, 2.37, 3.63)  0.0001
H (-6.51, 1.72, 1.50)  0.0000
H (-4.20, 0.87, 1.49)  0.0002
C (3.98, -0.97, 0.76)  0.0115
C (2.55, -0.97, 0.38)  0.0693
N (1.91, 0.06, -0.05)  0.0063
O (2.63, 1.20, -0.13)  -0.0044
C (1.70, -2.18, 0.45)  0.0465
C (2.23, -3.53, 0.76)  0.0067
N (0.47, -1.90, 0.18)  0.0187
O (-0.45, -2.91, 0.18)  0.0011
H (4.28, 0.00, 1.16)  0.0009
H (4.61, -1.18, -0.11)  0.0049
H (4.18, -1.74, 1.51)  0.0013
H (2.05, 1.82, -0.62)  0.0000
H (3.14, -3.71, 0.19)  0.0020
H (1.50, -4.30, 0.52)  -0.0001
H (2.48, -3.61, 1.82)  0.0025
Se (-1.73, -0.55, -3.44)  0.0034
N (-0.25, -0.98, -2.47)  0.0068
C (0.64, -1.45, -3.33)  0.0035
C (1.98, -1.86, -3.01)  0.0012
C (2.78, -2.32, -4.00)  0.0004
C (2.34, -2.41, -5.37)  -0.0002
C (1.10, -2.03, -5.72)  0.0005
C (0.21, -1.52, -4.71)  0.0003
N (-1.00, -1.09, -4.96)  0.0024
H (2.34, -1.79, -1.99)  0.0009
H (3.79, -2.63, -3.76)  0.0000
H (3.02, -2.80, -6.11)  0.0000
H (0.74, -2.08, -6.74)  0.0000
Se (-4.98, 0.66, -1.44)  -0.0008
N (-5.27, -1.08, -0.98)  0.0001
C (-4.17, -1.54, -0.49)  -0.0003
C (-3.96, -2.93, -0.10)  0.0001
C (-2.78, -3.29, 0.39)  0.0001
C (-1.69, -2.30, 0.66)  0.0008
N (-1.82, -0.99, 0.06)  -0.0073
C (-3.04, -0.61, -0.42)  0.0002
N (-3.26, 0.59, -0.88)  -0.0019
H (-4.77, -3.64, -0.25)  0.0000
H (-2.58, -4.31, 0.68)  0.0000
H (-1.55, -2.20, 1.74)  -0.0002